Formula: C23H30F12O12
Source: the Open Molecules 2025 dataset
Level of theory: ωB97M-V with the def2-TZVPD basis set

Spin multiplicity: 1
E_tot, Eh: -2995.4095
HOMO, eV: -8.99
SMILES: C=CCOC(=O)OC[C@H]1CO1.CCOC(=O)C(F)(F)F.CCOC(=O)C(F)(F)F.CCOC(=O)C(F)(F)F.CCOC(=O)C(F)(F)F
Charge: 0
Lowest unoccupied orbital energy, eV: -0.42

Each atom is followed by the atoms it is bonded to, with distances in Å.
Cartesian coordinates (Å):
1 C 7.581 -4.078 -0.366  C2 1.414, H12 1.143, H13 1.150
2 C 7.768 -2.838 0.288  C1 1.414, C3 1.617, H14 1.143
3 C 7.456 -1.409 -0.401  C2 1.617, O4 1.448, H15 1.147, H16 1.145
4 O 8.739 -0.747 -0.506  C3 1.448, C5 1.402
5 C 8.634 0.537 -1.061  O4 1.402, O6 1.263, O7 1.406
6 O 7.582 0.834 -1.692  C5 1.263
7 O 9.592 1.561 -0.952  C5 1.406, C8 1.437
8 C 10.940 1.074 -0.860  O7 1.437, C9 1.720, H17 1.134, H18 1.140
9 C 11.555 0.909 -2.458  C8 1.720, C10 1.692, O11 1.493, H19 1.196
10 C 11.581 -0.689 -3.015  C9 1.692, O11 1.625, H20 1.178, H21 1.132
11 O 10.564 0.486 -3.491  C9 1.493, C10 1.625
12 H 6.813 -4.221 -1.199  C1 1.143
13 H 8.253 -4.959 -0.061  C1 1.150
14 H 8.204 -2.811 1.345  C2 1.143
15 H 6.696 -0.854 0.255  C3 1.147
16 H 6.954 -1.592 -1.413  C3 1.145
17 H 11.075 0.062 -0.367  C8 1.134
18 H 11.641 1.822 -0.360  C8 1.140
19 H 12.466 1.618 -2.771  C9 1.196
20 H 12.707 -0.480 -3.292  C10 1.178
21 H 11.373 -1.081 -4.057  C10 1.132
22 C 4.924 0.770 -3.124  C23 1.515, H31 1.094, H32 1.093, H33 1.093
23 C 4.481 2.179 -3.462  C22 1.515, O24 1.438, H34 1.092, H35 1.093
24 O 3.215 2.167 -4.143  C23 1.438, C25 1.346
25 C 2.125 2.061 -3.360  O24 1.346, O26 1.203, C27 1.527
26 O 2.156 1.976 -2.161  C25 1.203
27 C 0.855 2.110 -4.206  C25 1.527, F28 1.348, F29 1.349, F30 1.346
28 F 0.935 1.333 -5.305  C27 1.348
29 F 0.589 3.359 -4.642  C27 1.349
30 F -0.235 1.701 -3.531  C27 1.346
31 H 4.938 0.146 -4.023  C22 1.094
32 H 5.922 0.774 -2.680  C22 1.093
33 H 4.233 0.298 -2.421  C22 1.093
34 H 5.201 2.635 -4.145  C23 1.092
35 H 4.438 2.812 -2.572  C23 1.093
36 C -3.945 1.329 -4.027  C37 1.516, H45 1.093, H46 1.092, H47 1.092
37 C -3.458 1.375 -2.593  C36 1.516, O38 1.437, H48 1.091, H49 1.093
38 O -4.424 2.023 -1.750  C37 1.437, C39 1.347
39 C -5.450 1.255 -1.331  O38 1.347, O40 1.202, C41 1.527
40 O -5.593 0.098 -1.620  C39 1.202
41 C -6.369 2.052 -0.409  C39 1.527, F42 1.348, F43 1.352, F44 1.344
42 F -6.642 3.283 -0.886  C41 1.348
43 F -5.823 2.230 0.815  C41 1.352
44 F -7.556 1.453 -0.212  C41 1.344
45 H -4.202 2.332 -4.378  C36 1.093
46 H -3.178 0.910 -4.682  C36 1.092
47 H -4.847 0.719 -4.118  C36 1.092
48 H -2.543 1.968 -2.535  C37 1.091
49 H -3.218 0.378 -2.215  C37 1.093
50 C -6.532 2.934 3.795  C51 1.516, H59 1.093, H60 1.090, H61 1.092
51 C -5.231 2.235 4.140  C50 1.516, O52 1.437, H62 1.092, H63 1.093
52 O -5.168 1.944 5.546  C51 1.437, C53 1.346
53 C -5.819 0.836 5.946  O52 1.346, O54 1.203, C55 1.527
54 O -6.431 0.106 5.211  C53 1.203
55 C -5.632 0.619 7.446  C53 1.527, F56 1.348, F57 1.349, F58 1.344
56 F -5.797 1.754 8.155  C55 1.348
57 F -4.395 0.164 7.734  C55 1.349
58 F -6.498 -0.275 7.952  C55 1.344
59 H -6.664 3.825 4.413  C50 1.093
60 H -6.545 3.227 2.745  C50 1.090
61 H -7.390 2.285 3.984  C50 1.092
62 H -4.390 2.895 3.918  C51 1.092
63 H -5.092 1.327 3.548  C51 1.093
64 C -7.623 -2.001 2.781  C65 1.516, H73 1.093, H74 1.091, H75 1.093
65 C -6.339 -2.709 3.166  C64 1.516, O66 1.437, H76 1.092, H77 1.093
66 O -6.427 -4.112 2.867  C65 1.437, C67 1.347
67 C -6.184 -4.458 1.588  O66 1.347, O68 1.202, C69 1.527
68 O -5.911 -3.679 0.713  C67 1.202
69 C -6.263 -5.974 1.422  C67 1.527, F70 1.349, F71 1.350, F72 1.344
70 F -7.337 -6.506 2.041  C69 1.349
71 F -5.179 -6.591 1.939  C69 1.350
72 F -6.341 -6.352 0.134  C69 1.344
73 H -8.483 -2.479 3.259  C64 1.093
74 H -7.590 -0.952 3.082  C64 1.091
75 H -7.792 -2.047 1.703  C64 1.093
76 H -6.183 -2.626 4.243  C65 1.092
77 H -5.469 -2.260 2.679  C65 1.093

=====

Formula: C24H70BN20O23
Source: the Open Molecules 2025 dataset
Level of theory: ωB97M-V with the def2-TZVPD basis set

Spin multiplicity: 1
E_tot, Eh: -3807.7069
HOMO, eV: -7.90
Charge: -1
Lowest unoccupied orbital energy, eV: 1.50

Each atom is followed by the atoms it is bonded to, with distances in Å.
Cartesian coordinates (Å):
1 O 1.046 -0.646 1.393  C2 1.197
2 C 0.420 -0.114 0.522  O1 1.197, O3 1.344, C6 1.543
3 O 0.945 0.194 -0.676  C2 1.344, B4 1.491
4 B -0.215 0.677 -1.478  O3 1.491, O5 1.448, O8 1.555, O12 1.510
5 O -1.412 0.668 -0.663  B4 1.448, C6 1.355
6 C -1.112 0.069 0.515  C2 1.543, O5 1.355, O7 1.211
7 O -1.890 -0.250 1.387  C6 1.211
8 O -0.358 -0.229 -2.733  B4 1.555, C9 1.318
9 C 0.120 0.484 -3.734  O8 1.318, O10 1.219, C11 1.491
10 O 0.175 0.074 -4.881  C9 1.219
11 C 0.364 1.902 -3.346  C9 1.491, O12 1.349, O13 1.220
12 O 0.207 2.025 -2.011  B4 1.510, C11 1.349
13 O 0.621 2.771 -4.162  C11 1.220
14 C -2.135 -3.876 2.165  O15 1.224, N16 1.446, N17 1.415
15 O -2.163 -5.097 2.087  C14 1.224
16 N -3.211 -3.000 1.762  C14 1.446, H18 0.993, H19 1.016
17 N -1.130 -3.121 2.817  C14 1.415, H20 1.037, H21 1.012
18 H -2.928 -2.049 1.774  N16 0.993
19 H -3.834 -3.253 1.000  N16 1.016
20 H -0.219 -3.601 2.940  N17 1.037
21 H -1.076 -2.175 2.460  N17 1.012
22 C 4.476 3.486 -3.467  O23 1.236, N24 1.377, N25 1.366
23 O 4.467 4.433 -2.673  C22 1.236
24 N 4.461 3.593 -4.840  C22 1.377, H26 1.026, H27 1.035
25 N 4.223 2.219 -3.025  C22 1.366, H28 0.982, H29 1.008
26 H 4.453 4.534 -5.249  N24 1.026
27 H 4.837 2.771 -5.343  N24 1.035
28 H 4.616 2.083 -2.136  N25 0.982
29 H 4.460 1.446 -3.626  N25 1.008
30 C -3.668 1.339 -5.685  O31 1.208, N32 1.354, N33 1.387
31 O -4.812 1.374 -5.297  C30 1.208
32 N -2.902 2.444 -5.842  C30 1.354, H34 1.008, H35 1.014
33 N -3.038 0.128 -5.930  C30 1.387, H36 1.011, H37 1.053
34 H -3.431 3.258 -6.113  N32 1.008
35 H -1.995 2.370 -6.290  N32 1.014
36 H -3.676 -0.592 -5.621  N33 1.011
37 H -1.991 0.018 -5.907  N33 1.053
38 C 3.359 0.632 -5.949  O39 1.248, N40 1.435, N41 1.410
39 O 4.525 1.045 -5.782  C38 1.248
40 N 3.047 -0.684 -5.469  C38 1.435, H42 1.027, H43 1.018
41 N 2.311 1.522 -6.260  C38 1.410, H44 0.993, H45 1.016
42 H 3.843 -1.314 -5.314  N40 1.027
43 H 2.175 -1.121 -5.760  N40 1.018
44 H 2.509 2.487 -6.135  N41 0.993
45 H 1.403 1.251 -5.893  N41 1.016
46 C 1.045 5.433 -0.674  O47 1.226, N48 1.401, N49 1.378
47 O 1.835 5.640 0.242  C46 1.226
48 N -0.330 5.317 -0.428  C46 1.401, H50 0.992, H51 0.969
49 N 1.327 5.396 -2.022  C46 1.378, H52 1.018, H53 1.037
50 H -0.475 4.989 0.496  N48 0.992
51 H -0.853 4.963 -1.163  N48 0.969
52 H 2.293 5.316 -2.333  N49 1.018
53 H 0.701 4.889 -2.675  N49 1.037
54 C -5.040 1.369 0.953  O55 1.263, N56 1.359, N57 1.388
55 O -5.008 0.326 1.664  C54 1.263
56 N -5.099 2.659 1.379  C54 1.359, H58 1.025, H59 1.036
57 N -4.940 1.260 -0.427  C54 1.388, H60 1.011, H61 1.044
58 H -5.097 3.326 0.601  N56 1.025
59 H -4.733 2.907 2.315  N56 1.036
60 H -4.623 2.094 -0.902  N57 1.011
61 H -4.611 0.298 -0.667  N57 1.044
62 C -0.748 -0.525 6.836  O63 1.247, N64 1.367, N65 1.351
63 O -1.588 -0.315 7.733  C62 1.247
64 N 0.591 -0.257 6.899  C62 1.367, H66 1.019, H67 1.030
65 N -1.211 -1.025 5.668  C62 1.351, H68 0.980, H69 1.007
66 H 0.733 0.472 7.598  N64 1.019
67 H 1.068 0.054 6.041  N64 1.030
68 H -2.154 -1.286 5.717  N65 0.980
69 H -0.687 -1.682 5.114  N65 1.007
70 C -4.023 1.825 4.822  O71 1.196, N72 1.360, N73 1.320
71 O -4.582 2.592 4.095  C70 1.196
72 N -3.418 2.045 6.020  C70 1.360, H74 1.008, H75 1.027
73 N -3.860 0.536 4.588  C70 1.320, H76 0.993, H77 1.000
74 H -3.432 3.033 6.221  N72 1.008
75 H -2.999 1.362 6.661  N72 1.027
76 H -4.268 0.177 3.758  N73 0.993
77 H -2.915 0.261 4.762  N73 1.000
78 C -6.408 -3.208 1.006  O79 1.223, N80 1.370, N81 1.410
79 O -5.795 -3.591 0.019  C78 1.223
80 N -6.345 -2.002 1.652  C78 1.370, H82 1.004, H83 0.998
81 N -7.417 -4.040 1.533  C78 1.410, H84 1.019, H85 1.001
82 H -5.788 -1.244 1.300  N80 1.004
83 H -6.950 -1.719 2.393  N80 0.998
84 H -7.304 -4.968 1.128  N81 1.019
85 H -7.612 -4.103 2.513  N81 1.001
86 C 3.946 -3.019 1.529  O87 1.191, N88 1.384, N89 1.416
87 O 4.711 -3.838 1.126  C86 1.191
88 N 4.317 -1.704 1.756  C86 1.384, H90 1.011, H91 1.016
89 N 2.635 -3.271 2.000  C86 1.416, H92 0.981, H93 1.022
90 H 5.153 -1.392 1.280  N88 1.011
91 H 3.676 -0.917 1.713  N88 1.016
92 H 2.051 -2.496 1.852  N89 0.981
93 H 2.190 -4.108 1.619  N89 1.022
94 C 1.148 -4.148 -1.660  C95 1.561, H97 1.084, H98 1.122, H99 1.126
95 C -0.143 -4.638 -0.931  C94 1.561, O96 1.458, H100 1.077, H101 1.114
96 O 0.211 -4.915 0.456  C95 1.458, H102 0.946
97 H 1.514 -3.169 -1.372  C94 1.084
98 H 1.023 -4.129 -2.776  C94 1.122
99 H 2.002 -4.832 -1.395  C94 1.126
100 H -0.469 -5.538 -1.423  C95 1.077
101 H -1.016 -3.951 -1.012  C95 1.114
102 H -0.571 -5.121 0.947  O96 0.946
103 C 4.352 -1.185 -1.700  C104 1.532, H106 1.078, H107 1.113, H108 1.066
104 C 5.054 -2.510 -2.013  C103 1.532, O105 1.394, H109 1.095, H110 1.105
105 O 6.149 -2.760 -1.187  C104 1.394, H111 0.948
106 H 3.635 -1.016 -2.486  C103 1.078
107 H 5.067 -0.332 -1.689  C103 1.113
108 H 4.000 -1.318 -0.702  C103 1.066
109 H 5.505 -2.513 -3.011  C104 1.095
110 H 4.336 -3.344 -1.919  C104 1.105
111 H 5.796 -3.277 -0.475  O105 0.948
112 C -3.814 -2.330 -3.149  C113 1.517, H115 1.084, H116 1.116, H117 1.097
113 C -3.391 -1.804 -1.791  C112 1.517, O114 1.382, H118 1.073, H119 1.109
114 O -4.454 -1.466 -0.975  C113 1.382, H120 0.962
115 H -4.457 -3.189 -2.994  C112 1.084
116 H -2.939 -2.644 -3.766  C112 1.116
117 H -4.343 -1.505 -3.643  C112 1.097
118 H -2.791 -0.916 -1.852  C113 1.073
119 H -2.689 -2.438 -1.211  C113 1.109
120 H -5.049 -2.211 -0.844  O114 0.962
121 C 3.261 2.149 0.841  C122 1.487, H124 1.134, H125 1.073, H126 1.124
122 C 4.162 3.328 0.945  C121 1.487, O123 1.443, H127 1.101, H128 1.093
123 O 3.823 3.897 2.227  C122 1.443, H129 0.967
124 H 3.315 1.503 -0.089  C121 1.134
125 H 2.258 2.529 0.810  C121 1.073
126 H 3.417 1.507 1.750  C121 1.124
127 H 4.103 4.040 0.107  C122 1.101
128 H 5.232 3.108 0.916  C122 1.093
129 H 3.261 4.670 2.089  O123 0.967
130 C 3.308 1.972 6.172  C131 1.518, H133 1.064, H134 1.067, H135 1.063
131 C 3.656 1.088 4.988  C130 1.518, O132 1.523, H136 1.130, H137 1.110
132 O 2.496 0.210 4.537  C131 1.523, H138 0.955
133 H 4.128 2.650 6.197  C130 1.064
134 H 3.185 1.442 7.089  C130 1.067
135 H 2.382 2.447 5.950  C130 1.063
136 H 4.496 0.408 5.320  C131 1.130
137 H 3.980 1.590 4.053  C131 1.110
138 H 2.042 0.659 3.827  O132 0.955

=====

Formula: C6H11NO4P
Source: the Open Molecules 2025 dataset
Level of theory: ωB97M-V with the def2-TZVPD basis set

Spin multiplicity: 1
E_tot, Eh: -932.3746
HOMO, eV: -5.35
SMILES: C=CCOC(=O)N[C@H](C)[P@@H](=O)[O-]
Charge: -1
Lowest unoccupied orbital energy, eV: 3.11

Each atom is followed by the atoms it is bonded to, with distances in Å.
Cartesian coordinates (Å):
1 C -4.082 -0.034 2.053  C2 1.325, H13 1.035, H14 1.022
2 C -2.779 0.192 2.129  C1 1.325, C3 1.508, H15 1.044
3 C -1.761 -0.889 1.865  C2 1.508, O4 1.432, H16 1.070, H17 1.133
4 O -0.473 -0.448 1.422  C3 1.432, C5 1.335
5 C -0.283 -0.256 0.115  O4 1.335, O6 1.196, N7 1.334
6 O -1.124 -0.229 -0.734  C5 1.196
7 N 1.004 -0.026 -0.149  C5 1.334, C8 1.471, H18 1.039
8 C 1.603 0.406 -1.421  N7 1.471, C9 1.506, P10 1.920, H19 1.286
9 C 1.592 -0.587 -2.554  C8 1.506, H20 1.078, H21 1.136, H22 1.160
10 P 3.264 1.225 -0.915  C8 1.920, O11 1.486, O12 1.473, H23 1.601
11 O 3.420 2.654 -1.292  P10 1.486
12 O 3.445 0.950 0.521  P10 1.473
13 H -4.786 0.684 2.299  C1 1.035
14 H -4.461 -0.850 1.568  C1 1.022
15 H -2.353 1.095 2.433  C2 1.044
16 H -2.259 -1.614 1.256  C3 1.070
17 H -1.564 -1.301 2.901  C3 1.133
18 H 1.747 0.109 0.566  N7 1.039
19 H 0.926 1.447 -1.755  C8 1.286
20 H 2.438 -0.460 -3.209  C9 1.078
21 H 0.598 -0.701 -3.092  C9 1.136
22 H 1.751 -1.655 -2.128  C9 1.160
23 H 4.137 0.289 -1.877  P10 1.601

=====

> Number 3 is which compound?

C6H11NO4P

=====

Copy entry 3 word for word.
Formula: C6H11NO4P
Source: the Open Molecules 2025 dataset
Level of theory: ωB97M-V with the def2-TZVPD basis set

Spin multiplicity: 1
E_tot, Eh: -932.3746
HOMO, eV: -5.35
SMILES: C=CCOC(=O)N[C@H](C)[P@@H](=O)[O-]
Charge: -1
Lowest unoccupied orbital energy, eV: 3.11

Each atom is followed by the atoms it is bonded to, with distances in Å.
Cartesian coordinates (Å):
1 C -4.082 -0.034 2.053  C2 1.325, H13 1.035, H14 1.022
2 C -2.779 0.192 2.129  C1 1.325, C3 1.508, H15 1.044
3 C -1.761 -0.889 1.865  C2 1.508, O4 1.432, H16 1.070, H17 1.133
4 O -0.473 -0.448 1.422  C3 1.432, C5 1.335
5 C -0.283 -0.256 0.115  O4 1.335, O6 1.196, N7 1.334
6 O -1.124 -0.229 -0.734  C5 1.196
7 N 1.004 -0.026 -0.149  C5 1.334, C8 1.471, H18 1.039
8 C 1.603 0.406 -1.421  N7 1.471, C9 1.506, P10 1.920, H19 1.286
9 C 1.592 -0.587 -2.554  C8 1.506, H20 1.078, H21 1.136, H22 1.160
10 P 3.264 1.225 -0.915  C8 1.920, O11 1.486, O12 1.473, H23 1.601
11 O 3.420 2.654 -1.292  P10 1.486
12 O 3.445 0.950 0.521  P10 1.473
13 H -4.786 0.684 2.299  C1 1.035
14 H -4.461 -0.850 1.568  C1 1.022
15 H -2.353 1.095 2.433  C2 1.044
16 H -2.259 -1.614 1.256  C3 1.070
17 H -1.564 -1.301 2.901  C3 1.133
18 H 1.747 0.109 0.566  N7 1.039
19 H 0.926 1.447 -1.755  C8 1.286
20 H 2.438 -0.460 -3.209  C9 1.078
21 H 0.598 -0.701 -3.092  C9 1.136
22 H 1.751 -1.655 -2.128  C9 1.160
23 H 4.137 0.289 -1.877  P10 1.601

=====

> Among the records above, which one has the lowest HOMO?

C23H30F12O12